C63H49O9S | the ωB97M-V functional and the def2-TZVPD basis

Summary:
2S+1: 1
Charge: +1
Frontier orbital gap (eV): 7.86
HOMO (eV): -10.881

Bonds (Å) are listed after each position.
Cartesian coordinates (Å):
1 C -0.935 -2.320 1.748  C2 1.526, H10 1.095, H11 1.090, H12 1.090
2 C -0.393 -3.269 0.682  C1 1.526, O3 1.438, H13 1.091, H14 1.092
3 O 1.023 -3.495 0.774  C2 1.438, C4 1.425
4 C 1.823 -2.759 -0.147  O3 1.425, C5 1.530, H15 1.094, H16 1.093
5 C 2.255 -1.382 0.361  C4 1.530, C6 1.532, H17 1.094, H18 1.095
6 C 2.701 -1.289 1.825  C5 1.532, C7 1.532, H19 1.093, H20 1.097
7 C 4.023 -1.950 2.225  C6 1.532, C8 1.527, H21 1.095, H22 1.094
8 C 4.053 -3.476 2.162  C7 1.527, S9 1.818, H23 1.088, H24 1.090
9 S 2.826 -4.270 3.244  C8 1.818, H25 1.337, H26 1.360
10 H -0.201 -2.190 2.550  C1 1.095
11 H -1.167 -1.331 1.354  C1 1.090
12 H -1.844 -2.721 2.198  C1 1.090
13 H -0.863 -4.250 0.764  C2 1.091
14 H -0.628 -2.897 -0.317  C2 1.092
15 H 1.280 -2.647 -1.091  C4 1.094
16 H 2.685 -3.387 -0.384  C4 1.093
17 H 1.413 -0.693 0.246  C5 1.094
18 H 3.047 -1.006 -0.294  C5 1.095
19 H 2.790 -0.230 2.077  C6 1.093
20 H 1.888 -1.669 2.455  C6 1.097
21 H 4.280 -1.644 3.244  C7 1.095
22 H 4.842 -1.600 1.589  C7 1.094
23 H 3.814 -3.852 1.170  C8 1.088
24 H 5.005 -3.909 2.467  C8 1.090
25 H 2.324 -3.155 3.787  S9 1.337
26 H 1.859 -4.286 2.288  S9 1.360
27 C -7.052 -5.719 -0.684  C28 1.390, C32 1.384, H43 1.082
28 C -6.111 -5.183 0.188  C27 1.390, C29 1.384, H44 1.082
29 C -5.082 -4.398 -0.302  C28 1.384, C30 1.390, H45 1.081
30 C -4.986 -4.146 -1.665  C29 1.390, C31 1.396, C41 1.490
31 C -5.929 -4.690 -2.539  C30 1.396, C32 1.389, C33 1.494
32 C -6.964 -5.472 -2.043  C27 1.384, C31 1.389, H46 1.081
33 C -5.848 -4.452 -4.011  C31 1.494, O34 1.210, C35 1.494
34 O -6.674 -4.909 -4.768  C33 1.210
35 C -4.710 -3.624 -4.513  C33 1.494, C36 1.388, C40 1.396
36 C -4.588 -3.413 -5.880  C35 1.388, C37 1.384, H47 1.081
37 C -3.552 -2.638 -6.370  C36 1.384, C38 1.390, H48 1.082
38 C -2.634 -2.065 -5.496  C37 1.390, C39 1.384, H49 1.082
39 C -2.750 -2.275 -4.133  C38 1.384, C40 1.390, H50 1.081
40 C -3.783 -3.058 -3.635  C35 1.396, C39 1.390, C41 1.490
41 C -3.878 -3.283 -2.165  C30 1.490, C40 1.490, O42 1.216
42 O -3.078 -2.781 -1.398  C41 1.216
43 H -7.863 -6.319 -0.294  C27 1.082
44 H -6.193 -5.372 1.250  C28 1.082
45 H -4.347 -3.962 0.362  C29 1.081
46 H -7.691 -5.875 -2.735  C32 1.081
47 H -5.316 -3.862 -6.542  C36 1.081
48 H -3.458 -2.475 -7.435  C37 1.082
49 H -1.831 -1.452 -5.882  C38 1.082
50 H -2.047 -1.834 -3.439  C39 1.081
51 C 1.061 2.416 0.255  C52 1.391, C56 1.384, H67 1.083
52 C 2.048 2.894 1.111  C51 1.391, C53 1.384, H68 1.083
53 C 3.116 3.613 0.604  C52 1.384, C54 1.390, H69 1.081
54 C 3.210 3.846 -0.763  C53 1.390, C55 1.394, C65 1.496
55 C 2.226 3.357 -1.621  C54 1.394, C56 1.389, C57 1.498
56 C 1.148 2.647 -1.107  C51 1.384, C55 1.389, H70 1.082
57 C 2.310 3.566 -3.101  C55 1.498, O58 1.211, C59 1.490
58 O 1.449 3.135 -3.835  C57 1.211
59 C 3.493 4.306 -3.623  C57 1.490, C60 1.389, C64 1.398
60 C 3.620 4.485 -4.995  C59 1.389, C61 1.384, H71 1.081
61 C 4.708 5.174 -5.502  C60 1.384, C62 1.390, H72 1.082
62 C 5.673 5.688 -4.644  C61 1.390, C63 1.384, H73 1.082
63 C 5.555 5.511 -3.276  C62 1.384, C64 1.389, H74 1.081
64 C 4.467 4.818 -2.761  C59 1.398, C63 1.389, C65 1.489
65 C 4.375 4.625 -1.287  C54 1.496, C64 1.489, O66 1.212
66 O 5.215 5.068 -0.535  C65 1.212
67 H 0.221 1.862 0.655  C51 1.083
68 H 1.979 2.712 2.176  C52 1.083
69 H 3.886 4.005 1.254  C53 1.081
70 H 0.392 2.283 -1.790  C56 1.082
71 H 2.858 4.082 -5.647  C60 1.081
72 H 4.807 5.312 -6.570  C61 1.082
73 H 6.521 6.229 -5.044  C62 1.082
74 H 6.296 5.902 -2.593  C63 1.081
75 C 7.294 4.830 1.864  C76 1.390, C80 1.384, H91 1.080
76 C 7.545 5.646 2.961  C75 1.390, C77 1.384, H92 1.082
77 C 8.827 6.106 3.208  C76 1.384, C78 1.389, H93 1.081
78 C 9.867 5.745 2.362  C77 1.389, C79 1.396, C89 1.494
79 C 9.618 4.918 1.265  C78 1.396, C80 1.389, C81 1.493
80 C 8.328 4.468 1.019  C75 1.384, C79 1.389, H94 1.081
81 C 10.717 4.494 0.348  C79 1.493, O82 1.212, C83 1.492
82 O 10.496 3.782 -0.609  C81 1.212
83 C 12.096 4.974 0.657  C81 1.492, C84 1.389, C88 1.397
84 C 13.146 4.566 -0.155  C83 1.389, C85 1.384, H95 1.081
85 C 14.432 5.005 0.106  C84 1.384, C86 1.390, H96 1.082
86 C 14.675 5.858 1.177  C85 1.390, C87 1.384, H97 1.082
87 C 13.633 6.266 1.991  C86 1.384, C88 1.389, H98 1.081
88 C 12.341 5.823 1.738  C83 1.397, C87 1.389, C89 1.493
89 C 11.239 6.266 2.643  C78 1.494, C88 1.493, O90 1.211
90 O 11.447 7.016 3.570  C89 1.211
91 H 6.291 4.485 1.655  C75 1.080
92 H 6.736 5.930 3.621  C76 1.082
93 H 9.042 6.748 4.051  C77 1.081
94 H 8.151 3.838 0.157  C80 1.081
95 H 12.936 3.906 -0.986  C84 1.081
96 H 15.250 4.685 -0.526  C85 1.082
97 H 15.681 6.203 1.376  C86 1.082
98 H 13.801 6.928 2.830  C87 1.081
99 C -11.970 -4.184 5.669  C100 1.390, C104 1.384, H115 1.082
100 C -13.133 -3.436 5.527  C99 1.390, C101 1.384, H116 1.082
101 C -13.377 -2.745 4.353  C100 1.384, C102 1.389, H117 1.081
102 C -12.455 -2.794 3.315  C101 1.389, C103 1.397, C113 1.494
103 C -11.281 -3.537 3.462  C102 1.397, C104 1.389, C105 1.491
104 C -11.046 -4.234 4.640  C99 1.384, C103 1.389, H118 1.081
105 C -10.260 -3.589 2.376  C103 1.491, O106 1.214, C107 1.493
106 O -9.244 -4.243 2.494  C105 1.214
107 C -10.534 -2.805 1.136  C105 1.493, C108 1.388, C112 1.395
108 C -9.583 -2.804 0.125  C107 1.388, C109 1.384, H119 1.082
109 C -9.813 -2.101 -1.044  C108 1.384, C110 1.391, H120 1.082
110 C -10.999 -1.393 -1.208  C109 1.391, C111 1.385, H121 1.082
111 C -11.950 -1.385 -0.201  C110 1.385, C112 1.389, H122 1.081
112 C -11.720 -2.087 0.976  C107 1.395, C111 1.389, C113 1.494
113 C -12.753 -2.052 2.054  C102 1.494, C112 1.494, O114 1.210
114 O -13.790 -1.444 1.911  C113 1.210
115 H -11.785 -4.727 6.586  C99 1.082
116 H -13.852 -3.394 6.335  C100 1.082
117 H -14.279 -2.163 4.220  C101 1.081
118 H -10.135 -4.809 4.732  C104 1.081
119 H -8.670 -3.365 0.271  C108 1.082
120 H -9.071 -2.105 -1.831  C109 1.082
121 H -11.182 -0.847 -2.124  C110 1.082
122 H -12.877 -0.840 -0.308  C111 1.081

Results of the Mulliken charge analysis, in e, for atoms 1 through 99: number 1, C, carries -1.1210; number 2, C, carries -0.1608; number 3, O, carries -0.4339; number 4, C, carries -1.1047; number 5, C, carries -0.0600; number 6, C, carries 0.3001; number 7, C, carries -0.9827; number 8, C, carries -0.3503; number 9, S, carries 0.0065; number 10, H, carries 0.3306; number 11, H, carries 0.2581; number 12, H, carries 0.3577; number 13, H, carries 0.3751; number 14, H, carries 0.2360; number 15, H, carries 0.4279; number 16, H, carries 0.4249; number 17, H, carries 0.1338; number 18, H, carries 0.4436; number 19, H, carries 0.1281; number 20, H, carries -0.3163; number 21, H, carries 0.3967; number 22, H, carries 0.3849; number 23, H, carries 0.1945; number 24, H, carries 0.4659; number 25, H, carries 0.2827; number 26, H, carries 0.3976; number 27, C, carries -0.5687; number 28, C, carries -0.5310; number 29, C, carries -0.5619; number 30, C, carries 0.1908; number 31, C, carries 0.5027; number 32, C, carries -0.6491; number 33, C, carries 0.4644; number 34, O, carries -0.6551; number 35, C, carries 0.2756; number 36, C, carries -0.6228; number 37, C, carries -0.5152; number 38, C, carries -0.5459; number 39, C, carries -0.5693; number 40, C, carries 0.2469; number 41, C, carries 0.4061; number 42, O, carries -0.6919; number 43, H, carries 0.4242; number 44, H, carries 0.4380; number 45, H, carries 0.6154; number 46, H, carries 0.4920; number 47, H, carries 0.5002; number 48, H, carries 0.3994; number 49, H, carries 0.4170; number 50, H, carries 0.5112; number 51, C, carries -0.5138; number 52, C, carries -0.6901; number 53, C, carries -0.4732; number 54, C, carries 0.2752; number 55, C, carries 0.3745; number 56, C, carries -0.8056; number 57, C, carries 0.5273; number 58, O, carries -0.6756; number 59, C, carries 0.1856; number 60, C, carries -0.6061; number 61, C, carries -0.5042; number 62, C, carries -0.5621; number 63, C, carries -0.5654; number 64, C, carries 0.2175; number 65, C, carries 0.5198; number 66, O, carries -0.5920; number 67, H, carries 0.5201; number 68, H, carries 0.5192; number 69, H, carries 0.4792; number 70, H, carries 0.5267; number 71, H, carries 0.4792; number 72, H, carries 0.4100; number 73, H, carries 0.4178; number 74, H, carries 0.5175; number 75, C, carries 0.0831; number 76, C, carries -0.5477; number 77, C, carries -0.6768; number 78, C, carries 0.1438; number 79, C, carries 0.1258; number 80, C, carries -0.7120; number 81, C, carries 0.5574; number 82, O, carries -0.6698; number 83, C, carries 0.1840; number 84, C, carries -0.5817; number 85, C, carries -0.4840; number 86, C, carries -0.4826; number 87, C, carries -0.5811; number 88, C, carries 0.1925; number 89, C, carries 0.6555; number 90, O, carries -0.6498; number 91, H, carries 0.3121; number 92, H, carries 0.4166; number 93, H, carries 0.4866; number 94, H, carries 0.4837; number 95, H, carries 0.4698; number 96, H, carries 0.4013; number 97, H, carries 0.4060; number 98, H, carries 0.4791; number 99, C, carries -0.5049